Formula: C5H6O
Source: the Open Molecules 2025 dataset
Level of theory: the ωB97M-V functional and the def2-TZVPD basis

Positions of all 12 atoms, in Å:
1 C 0.0015 0.6560 1.1408
2 C 0.9682 0.2945 0.0202
3 C -0.9469 0.3349 -0.0159
4 C -0.6779 -1.1816 -0.2213
5 C 0.6539 -1.2071 -0.1777
6 H 0.0180 -0.0052 2.0169
7 H -0.0012 1.7246 1.3704
8 H 1.9667 0.6594 -0.1364
9 H -1.9631 0.7416 -0.0134
10 H -1.4430 -1.9530 -0.2801
11 H 1.3103 -2.0735 -0.3069
12 O 0.0149 0.9408 -0.8909

For the total energy, the calculation gives -7326.812 eV. The HOMO-LUMO gap is 10.564 eV. For the relative energy (zero: lowest compared OMol25 entry of this formula, charge and spin), the calculation gives 57.0 kcal per mole. As for the strongest force on any atom: 1.2 eV Å⁻¹.